# 1
Below is a 6-piece molecular cluster, C13H26Cl10N2O2 overall at a distorted geometry, with properties calculated with wB97M-V/def2-TZVPD.

Output
net charge: -1
electronic energy: -5372.83342 hartree
largest force on an atom: 3.888 eV Å⁻¹
orbital gap (spin up / spin down): 3.69 / 9.33 eV
expectation value of S²: 0.753
relative energy (zero: lowest compared OMol25 entry of this formula, charge and spin): 0.00 kcal per mole
2S+1: 2

```
53
Properties=species:S:1:pos:R:3:forces:R:3
Cl 1.531079 -2.769512 3.548210 -0.1 0.5 0.1
C 1.193059 -4.427912 4.074960 0.5 0.1 -0.4
C 0.956139 -5.332752 2.859950 0.3 0.1 0.9
Cl 2.365009 -5.350232 1.738830 -0.6 0.0 0.4
H 0.320649 -4.402302 4.727920 0.0 -0.1 -0.1
H 2.080039 -4.681552 4.655510 -0.2 -0.5 -0.1
H 0.036039 -5.011622 2.371680 0.3 0.0 -0.4
H 0.846279 -6.351532 3.231580 -0.1 0.0 -0.2
Cl -3.428721 3.099938 1.380770 0.2 -0.5 -0.8
C -3.185171 2.528308 -0.353010 -0.8 0.6 0.1
C -4.548131 2.259488 -1.035910 1.4 0.3 0.5
Cl -5.357201 0.834638 -0.336710 -0.1 0.4 -0.2
H -2.475281 1.701508 -0.376420 -0.3 -0.1 0.2
H -2.766431 3.408698 -0.840520 0.1 -0.1 0.0
H -4.361631 2.105768 -2.098780 0.0 -0.4 0.0
H -5.128541 3.178248 -0.951610 -0.4 -0.4 0.3
Cl 1.285279 -5.519452 -1.618960 0.3 0.0 0.1
C 1.732899 -3.843412 -2.119330 -0.3 -0.5 -0.7
C 2.714109 -3.975342 -3.299940 -0.5 0.1 0.6
Cl 2.885689 -2.385012 -4.144420 0.1 -0.4 0.2
H 2.130249 -3.302502 -1.260470 0.0 -0.2 -0.2
H 0.766679 -3.431182 -2.410170 0.4 0.3 0.0
H 2.363839 -4.703062 -4.031960 -0.1 0.2 0.1
H 3.679479 -4.322102 -2.931280 0.1 0.3 -0.1
C 1.115869 4.386108 4.961650 3.4 0.4 1.7
O 2.156879 4.763058 5.590130 -2.8 -1.0 -1.7
N 1.059589 3.340068 4.124880 -3.3 0.5 -0.8
C -0.198541 3.195488 3.332800 0.6 0.1 0.4
C 2.113619 2.517598 3.693310 2.6 0.0 0.4
H 0.138789 4.878058 5.086110 0.2 0.1 0.0
H -0.911231 3.941888 3.683610 -0.2 -0.4 0.1
H -0.549981 2.165928 3.400600 -0.3 0.2 0.2
H -0.054271 3.396068 2.271170 0.4 0.0 0.0
H 2.749679 2.222538 4.527850 -0.2 -0.1 0.3
H 1.855509 1.600658 3.163490 -0.6 0.4 -0.1
H 2.798989 3.133018 3.110550 0.1 -0.2 -0.6
C -1.257591 0.161188 -4.638550 -3.2 1.6 0.4
O -2.483191 0.262568 -4.983530 3.7 -0.8 0.7
N -0.595931 1.210698 -4.064010 0.8 0.6 -0.3
C 0.849639 1.179318 -3.708790 -1.0 -0.8 -0.5
C -1.304681 2.452568 -3.736730 -0.3 -0.7 -0.4
H -0.656551 -0.761242 -4.629810 -0.2 0.1 -0.4
H 0.945329 1.355348 -2.637360 0.2 -0.2 -0.2
H 1.514709 1.844048 -4.260090 -0.6 0.7 -0.2
H 1.209869 0.203868 -4.035630 0.0 -0.3 0.7
H -0.909801 3.302858 -4.292770 0.2 0.0 0.1
H -2.349201 2.333388 -4.024620 0.1 -0.1 0.0
H -1.266301 2.625328 -2.661200 0.2 0.1 0.0
C -0.311981 -0.960942 -0.036280 -0.3 -1.0 0.5
Cl -0.296731 0.215178 1.332150 0.0 1.6 1.7
Cl 1.079809 -0.696732 -1.093680 1.9 0.4 -1.4
Cl -0.165501 -2.612762 0.647080 0.2 -1.4 0.5
Cl -1.912181 -0.962252 -0.902230 -1.8 0.4 -1.3
```
Forces are in eV/Å.

Atomic partial charges in e from the natural (NBO) method, atoms 1 to 8: -0.042 -0.393 -0.383 -0.059 0.218 0.212 0.232 0.210

# 2
Below is a 7-piece molecular cluster, C13H26Cl10O2 overall at a distorted geometry, with properties calculated with wB97M-V/def2-TZVPD.

Output
structure (SMILES): C1CCOC1.C1CCOC1.ClCCl.ClCCl.ClCCl.ClCCl.ClCCl
electronic energy: -5263.21328 hartree
largest force on an atom: 3.821 eV Å⁻¹
orbital gap: 9.64 eV
relative energy (zero: lowest compared OMol25 entry of this formula, charge and spin): 38.33 kcal per mole

```
51
Properties=species:S:1:pos:R:3:forces:R:3
C 5.065842 1.572345 -2.747037 -0.1 0.6 -0.6
C 5.514122 0.369835 -1.886227 -0.5 0.5 -1.1
C 4.987472 -0.851835 -2.693257 -0.6 1.1 0.1
O 4.488592 -0.342535 -3.972497 1.2 -0.5 0.3
C 4.088112 1.009325 -3.762127 -0.3 -0.6 0.8
H 5.902012 1.990585 -3.307397 0.3 -0.2 0.1
H 4.644192 2.442935 -2.244657 -0.1 -0.2 0.4
H 5.033552 0.388255 -0.908057 0.5 0.0 0.1
H 6.600632 0.456485 -1.896457 -0.1 -0.6 0.7
H 4.131402 -1.281115 -2.172707 -0.1 -0.1 0.1
H 5.740682 -1.638365 -2.739487 -0.1 0.1 -0.9
H 3.085382 0.965465 -3.337017 -0.3 0.3 0.1
H 4.040382 1.582325 -4.688137 0.2 -0.4 -0.1
C -2.175118 -1.318625 0.393543 0.7 0.0 -1.2
C -1.059138 -0.642775 1.148743 -0.2 2.8 2.0
C -0.521438 -1.593385 2.200653 -2.0 -0.3 -2.2
O -0.837938 -2.784505 1.489083 1.3 -3.4 1.0
C -1.529718 -2.700195 0.270543 -1.1 1.4 0.3
H -2.371548 -0.799895 -0.544767 0.2 -0.1 -0.2
H -3.161868 -1.381185 0.852363 0.3 0.1 0.7
H -1.458998 0.213215 1.692323 0.2 0.6 -0.3
H -0.188608 -0.307445 0.584973 -0.4 0.0 -0.7
H -1.151038 -1.582485 3.090363 0.4 0.0 0.3
H 0.545242 -1.462445 2.382733 -0.1 -0.3 0.1
H -2.352178 -3.413235 0.213643 0.5 -0.6 0.1
H -0.879758 -2.766305 -0.601977 0.2 -0.2 0.0
Cl -6.603058 -4.747045 -2.660107 0.6 -0.9 -0.6
C -7.485568 -3.517865 -1.880267 -1.1 1.4 0.9
Cl -7.652398 -3.785445 -0.105587 0.1 0.1 -0.4
H -7.017418 -2.546205 -2.037807 0.2 -0.2 0.2
H -8.504878 -3.434915 -2.257407 0.2 -0.3 -0.1
Cl 2.271732 3.680675 5.071983 0.1 0.0 0.0
C 2.225082 5.198225 4.176733 0.0 0.0 -0.6
Cl 1.268192 5.017315 2.643093 0.3 0.3 0.9
H 1.822922 5.954725 4.850573 -0.3 -0.1 -0.5
H 3.224032 5.486095 3.849103 -0.1 -0.2 0.2
Cl -1.027828 5.436995 -4.182167 -0.1 -0.1 0.5
C -1.732128 3.999605 -3.357007 1.4 -0.2 -0.7
Cl -3.443098 4.011835 -3.372167 -1.2 0.0 0.0
H -1.369228 3.189035 -3.988967 -0.2 -0.1 0.4
H -1.383558 3.888765 -2.330217 0.1 0.4 -0.3
Cl 3.108922 -7.433345 3.206003 -0.3 -0.2 -0.7
C 2.936342 -7.653605 1.436323 0.0 -0.6 -0.1
Cl 4.179102 -6.748275 0.570403 -0.2 0.2 -0.1
H 3.078332 -8.693655 1.142663 0.2 0.0 0.6
H 1.933142 -7.411605 1.085413 0.2 0.6 0.3
Cl -3.977278 3.863695 5.126613 -1.3 1.0 -0.5
C -5.262658 4.930415 4.334333 0.8 -0.4 -0.5
Cl -5.909178 4.140105 2.852273 0.2 0.3 0.7
H -6.090178 5.200215 4.990473 0.3 -0.6 0.2
H -4.769638 5.849835 4.018573 0.1 -0.3 0.0
```
Forces are in eV/Å.

Atomic partial charges in e from the natural (NBO) method, atoms 1 to 8: -0.426 -0.441 -0.075 -0.534 -0.065 0.200 0.212 0.214

# 3
Below is C13H26Cl2NOP2SY as an isolated structure at a distorted geometry, with properties calculated with wB97M-V/def2-TZVPD.

Output
net charge: +2
electronic energy: -2680.05111 hartree
largest force on an atom: 2.663 eV Å⁻¹
orbital gap (spin up / spin down): 7.79 / 4.34 eV

```
47
Properties=species:S:1:pos:R:3:forces:R:3
C -1.439401 -2.875394 -0.054122 -0.4 -1.4 0.5
C -0.577186 -2.103055 -0.920023 1.7 1.7 -1.2
H -1.302683 -3.914970 -0.394884 -0.6 0.0 0.3
H -2.477216 -2.487880 -0.161034 0.6 -0.4 0.0
H -1.161319 -2.778728 1.030535 -0.3 0.1 -1.2
O -0.042119 -2.082622 -1.992984 -1.3 -0.7 1.6
Cl -1.894946 -0.149922 1.698882 0.9 0.1 -0.8
Y 0.140317 0.274875 0.027888 -0.3 0.3 0.6
P -1.813648 1.163759 -1.532476 0.5 0.1 0.6
C -1.063303 1.416081 -3.143169 -0.3 -0.1 0.0
C -3.245921 0.099202 -1.602424 0.2 0.2 -0.1
H -3.930507 0.730603 -2.176021 -0.6 -0.6 0.0
H -3.070158 3.058155 -1.263550 -0.1 0.6 0.3
H -3.582060 -0.109508 -0.577418 -0.1 0.2 -0.4
H -2.360533 2.574689 0.346995 -0.1 0.0 -0.5
H -0.715965 0.450832 -3.539598 -0.3 0.3 -0.1
H -2.972535 -0.835862 -2.108898 -0.3 0.3 -0.1
C -2.175820 2.730659 -0.727756 -0.1 -0.1 -0.1
H -1.904421 1.840884 -3.697813 0.4 0.1 -0.7
H -1.319593 3.411635 -0.836015 -0.4 -0.1 -0.1
H -0.201613 2.093604 -3.063965 -0.5 -0.1 0.0
P 1.685277 -0.967664 1.807645 -0.3 0.7 -0.3
C 3.270644 -1.049579 0.971332 0.0 -0.3 0.1
C 1.760163 0.266641 3.114838 -0.1 -0.1 0.1
H 0.169601 -2.452336 2.873711 0.4 -0.2 0.1
H 1.971075 -2.774953 3.112548 -0.4 -0.8 0.2
H 1.115153 -3.257269 1.556381 0.2 0.0 0.5
C 1.159192 -2.567307 2.409875 0.2 0.4 -0.2
H 0.759025 0.677115 3.328496 0.4 -0.4 0.1
H 2.167608 -0.290635 3.961110 0.1 0.4 0.4
H 3.912407 -1.459886 1.754275 0.6 0.0 -0.4
H 3.589468 -0.055016 0.632322 0.0 -0.4 0.4
H 2.397297 1.099167 2.782825 -0.1 -0.4 0.3
H 3.198035 -1.692166 0.082501 0.2 0.0 0.4
Cl 0.710570 2.482200 1.007170 -0.1 0.1 -0.1
S 2.039709 0.164563 -1.998634 -0.6 -0.4 0.1
C 2.575026 1.784859 -1.933202 0.6 0.9 -0.6
N 2.476439 2.512751 -3.095059 0.4 0.6 0.4
C 2.952601 3.787645 -3.249646 0.1 -0.3 0.8
C 3.544683 4.408346 -2.156725 -0.2 0.0 -0.7
C 3.651047 3.718233 -0.940076 -0.1 -0.5 0.0
C 3.189864 2.407553 -0.843300 0.0 0.6 -0.2
H 2.060795 2.045185 -3.896775 0.2 0.0 0.1
H 2.839806 4.236868 -4.240773 0.1 -0.2 0.5
H 3.929504 5.420003 -2.262422 -0.1 -0.2 0.0
H 4.105912 4.194994 -0.063945 -0.2 -0.2 -0.4
H 3.220514 1.868595 0.095108 0.2 0.2 -0.2
```
Forces are in eV/Å.

Atomic partial charges in e from the Löwdin method, atoms 1 to 8: -0.073 -0.353 0.122 0.104 0.053 0.076 -0.024 0.454

# 4
Below is C13H26Cl6Cu2N2O5 as an isolated structure at a distorted geometry, with properties calculated with wB97M-V/def2-TZVPD.

Output
electronic energy: -7038.73359 hartree
largest force on an atom: 1.900 eV Å⁻¹
orbital gap: 7.06 eV
relative energy (zero: lowest compared OMol25 entry of this formula, charge and spin): 0.00 kcal per mole

```
54
Properties=species:S:1:pos:R:3:forces:R:3
Cu 2.200625 -2.623061 2.138482 -0.6 0.5 -0.1
Cu -1.545376 -0.395139 3.417967 1.5 -0.2 -1.2
C 0.586127 -0.681573 1.861662 -0.5 -1.0 -0.8
O 0.283317 -1.527095 2.799319 -0.8 -0.3 1.6
O -0.184709 0.286546 1.637736 -0.4 0.6 0.4
O 1.597160 -1.018464 1.136637 0.6 0.5 -0.2
C 1.942082 -0.643035 -2.430245 0.7 0.4 -1.0
O 1.335786 -1.279068 -3.277077 -0.4 -0.1 0.8
N 2.957615 0.192756 -2.758096 1.0 -0.1 0.9
C 3.729531 0.826658 -1.701897 0.5 0.3 -0.1
C 3.399792 0.380789 -4.118818 -0.8 0.2 -0.8
H 1.802808 -0.607377 -1.336285 -0.5 -0.5 0.0
H 4.796164 0.784185 -1.935968 0.0 -0.1 -0.2
H 3.633419 0.320494 -0.742279 -0.4 0.0 0.0
H 3.504406 1.891191 -1.591752 -0.2 0.0 0.1
H 4.473005 0.415651 -4.304627 0.1 0.0 0.7
H 3.020692 -0.427193 -4.741589 -0.2 0.0 0.1
H 2.972845 1.321043 -4.480628 0.1 0.0 -0.3
C -2.694597 2.282757 -0.322901 0.0 0.5 -0.3
O -3.780611 2.756911 -0.054472 -0.1 -0.2 0.3
N -2.075268 2.469168 -1.514566 0.0 -0.2 0.5
C -0.837691 1.803358 -1.856624 0.3 0.3 -0.5
C -2.752739 3.216179 -2.542014 -0.2 0.4 -0.8
H -2.084524 1.722416 0.403194 0.0 -0.2 -0.1
H -1.004057 0.921983 -2.482624 0.0 0.0 0.0
H -0.218779 1.520827 -1.003663 -0.4 0.0 0.3
H -0.238149 2.522740 -2.420100 0.1 -0.2 -0.1
H -3.483520 3.906737 -2.130848 0.0 -0.2 0.3
H -2.052724 3.813890 -3.130554 0.3 -0.1 0.2
H -3.280605 2.595577 -3.273102 0.0 -0.3 0.2
Cl -1.465995 -4.429703 -1.280888 0.0 0.4 0.2
C -0.927601 -2.718316 -1.193240 1.1 0.0 -0.2
C -1.907938 -1.760729 -0.584200 -0.2 -0.2 -0.3
Cl -3.401498 -1.668810 -1.546866 -0.4 0.0 0.1
H -0.582013 -2.452548 -2.190173 -0.4 0.2 -0.1
H -0.021065 -2.673007 -0.584233 -0.1 -0.2 0.2
H -1.533245 -0.739542 -0.587908 0.4 -0.2 0.2
H -2.118237 -2.080449 0.434645 -0.3 0.1 0.0
Cl 0.210303 5.048111 2.593141 0.1 -0.2 0.1
C 0.309420 3.504731 1.688048 0.2 0.3 0.2
C 1.618942 3.348501 0.951531 -0.4 -0.9 -0.1
Cl 1.960394 4.639805 -0.208690 0.1 0.0 0.0
H -0.563063 3.491661 1.041475 0.2 0.0 -0.2
H 0.241012 2.672358 2.384681 -0.1 0.1 0.1
H 1.526444 2.408947 0.400658 0.0 0.1 -0.2
H 2.458550 3.181624 1.622691 0.0 0.5 0.1
Cl -1.762937 -5.513090 2.905890 0.0 -0.2 -0.3
C -1.830602 -4.238692 4.134684 0.2 0.2 -0.6
C -1.059525 -4.652083 5.364325 -0.4 0.4 0.7
Cl -1.795104 -6.052773 6.207604 0.0 0.1 -0.2
H -2.876805 -3.966888 4.262927 0.0 -0.5 0.6
H -1.402572 -3.355541 3.657405 0.5 0.0 0.2
H -1.061339 -3.842143 6.094364 -0.1 0.1 -0.1
H -0.017553 -4.901274 5.187860 -0.1 -0.1 -0.4
```
Forces are in eV/Å.

Atomic partial charges in e from the natural (NBO) method, atoms 1 to 8: 0.911 0.917 0.944 -0.987 -0.857 -0.915 0.516 -0.640

# 5
Below is a 2-piece molecular cluster, C13H26ClFNO2 overall at a distorted geometry, with properties calculated with wB97M-V/def2-TZVPD.

Output
electronic energy: -1276.12884 hartree
largest force on an atom: 3.024 eV Å⁻¹
orbital gap (spin up / spin down): 9.69 / 9.61 eV
expectation value of S²: 0.754
2S+1: 2

```
44
Properties=species:S:1:pos:R:3:forces:R:3
C 4.388129 0.140322 0.191049 -0.1 -0.7 0.1
C 3.540913 -0.977626 -0.509285 0.3 1.1 -0.7
Cl 4.413342 -1.337931 -2.096881 -0.3 -0.1 0.3
C 2.129363 -0.460061 -0.896660 -0.2 0.3 0.0
C 1.042306 -0.706044 0.183072 -0.8 0.1 0.3
F 1.710136 -1.135131 1.349646 0.1 0.0 0.1
C 0.026282 -1.831803 -0.156329 0.3 0.4 -0.2
C -1.155173 -1.421403 -1.089018 -0.1 -2.7 -0.2
C -2.253788 -2.537787 -0.886783 0.0 1.3 0.0
C -0.737018 -1.529866 -2.608277 -0.5 -0.2 0.2
N -1.807571 -0.149652 -0.730804 1.7 0.3 -2.0
O -2.611667 0.217263 -1.672310 -0.7 -0.1 0.8
C -0.876350 0.943009 -0.400517 0.5 2.7 1.2
C -1.736432 2.044233 0.328422 -0.1 -0.2 -0.9
C -0.264900 1.671928 -1.643115 0.2 0.1 0.5
C 0.242475 0.554200 0.602325 -0.6 -1.2 0.2
H 3.912768 1.131250 0.107877 0.1 -0.5 0.0
H 5.376596 0.182620 -0.293395 -0.4 0.1 0.4
H 4.519834 -0.097001 1.258269 -0.1 0.1 -0.3
H 3.546379 -1.923569 0.039589 -0.1 0.3 -0.2
H 1.803792 -0.856478 -1.874075 0.2 0.0 0.6
H 2.216153 0.632698 -1.039525 0.1 -0.5 0.0
H 0.580122 -2.637804 -0.669338 -0.3 0.2 0.2
H -0.387531 -2.288654 0.761813 0.3 0.6 -0.1
H -3.014817 -2.374873 -1.668128 0.3 -0.3 0.3
H -2.743135 -2.327336 0.079174 0.2 -0.5 -0.2
H -1.814910 -3.545271 -0.941907 -0.2 0.4 0.0
H -0.712726 -0.566695 -3.132793 0.3 -0.3 0.2
H 0.200572 -2.103610 -2.693224 -0.2 0.5 -0.1
H -1.498535 -2.139611 -3.129472 0.3 0.4 0.2
H -1.111758 2.750027 0.896225 -0.2 -0.4 -0.1
H -2.256201 2.613417 -0.463544 0.0 -0.2 0.5
H -2.490830 1.564813 0.969325 0.3 0.2 -0.1
H 0.392977 1.039530 -2.254642 -0.4 0.2 0.0
H -1.052396 2.172170 -2.228764 0.3 -0.6 0.0
H 0.368870 2.488255 -1.239175 -0.3 -0.4 -0.2
H -0.266000 0.282651 1.552084 0.2 0.0 -0.4
H 0.886029 1.412087 0.863720 -0.2 -0.3 -0.5
C -2.435058 1.973478 4.212011 0.3 -0.3 0.0
O -1.022609 2.082318 4.062831 -0.1 0.2 -0.1
H -2.867214 2.970370 4.159727 0.1 0.0 0.0
H -2.848136 1.358171 3.408076 -0.2 0.0 0.1
H -2.673536 1.527074 5.180964 -0.2 0.0 0.0
H -0.658744 1.196320 4.111759 0.1 -0.1 0.0
```
Forces are in eV/Å.

Atomic partial charges in e from the natural (NBO) method, atoms 1 to 8: -0.631 -0.134 -0.118 -0.479 0.381 -0.388 -0.445 0.107

What is the formula in the second record? C13H26Cl10O2